<a>
The following is a DFT calculation (ωB97M-V with the def2-TZVPD basis set) of an isolated molecule of C4H8N2.

The value obtained for the HOMO energy is -8.88 eV. The net charge is 0.

```
14
Properties=species:S:1:pos:R:3:mulliken_charge:R:1
C 0.1630 -0.0471 0.2329 0.56
C 0.9385 -1.2039 -0.3897 -1.35
C 0.8588 1.3001 0.0941 -1.33
N -2.4061 -0.0185 0.9143 -0.72
C -1.5153 -0.0528 -0.0105 0.40
N -1.3390 0.0359 -1.2192 -0.33
H -3.3308 -0.1706 0.5036 0.26
H 0.0514 -0.2530 1.3088 0.34
H 0.3985 -2.1452 -0.2744 0.35
H 0.2623 2.0912 0.5506 0.36
H 1.9074 -1.2984 0.1065 0.39
H 1.1315 -1.0405 -1.4515 0.35
H 1.0455 1.5446 -0.9537 0.34
H 1.8341 1.2581 0.5883 0.37
```


<b>
The following is a DFT calculation (ωB97M-V with the def2-TZVPD basis set) of an isolated molecule of C4H8N2.

The value obtained for the HOMO energy is -8.30 eV. The net charge is 0. Its SMILES is C=C1[C@H](N)N1C.

```
14
Properties=species:S:1:pos:R:3:mulliken_charge:R:1
C 2.0394 -0.2621 0.8012 -0.80
C 0.8473 -0.2510 0.2519 0.15
C -0.1554 -0.7172 -1.0165 -0.16
N -0.2589 0.2982 -1.9860 -0.50
N -0.4425 -0.6939 0.3623 -0.07
C -1.2634 0.3858 1.1558 -0.81
H 2.2531 0.2739 1.7126 0.25
H 2.8888 -0.6789 0.2789 0.25
H -0.4043 -1.6867 -1.4392 0.37
H 0.0862 1.1969 -1.6731 0.26
H -1.1649 0.3554 -2.4331 0.21
H -1.2534 1.3621 0.6652 0.27
H -2.2713 -0.0259 1.1413 0.30
H -0.9007 0.4432 2.1787 0.30
```


Which one sits at the top of the stability order? <a> does.